[1]
{
  "formula": "C6H6O",
  "method": "wB97M-V/def2-TZVPD",
  "species": ["C", "C", "C", "C", "C", "O", "C", "H", "H", "H", "H", "H", "H"],
  "positions_angstrom": [[2.1472, 0.1286, 1.4389], [1.5469, -0.4785, 0.5530], [0.5638, -0.5465, -0.4681], [0.2571, 0.7528, -0.0907], [-1.1717, 0.8282, 0.3201], [-1.6175, -0.5002, 0.3745], [-0.7353, -1.3034, -0.4218], [3.0050, 0.5458, 1.9046], [0.8886, 1.6200, -0.2501], [-1.4545, 1.3376, 1.2508], [-1.5843, 1.3917, -0.5301], [-1.1179, -1.3748, -1.4520], [-0.6975, -2.2938, 0.0329]],
  "orbital_gap_ev": 8.3,
  "homo_energy_ha": -0.2930,
  "lumo_ev": 0.37,
  "de_lowest_kj_mol": 540.8
}

---

[2]
{
  "formula": "C4H8IN4O",
  "method": "wB97M-V/def2-TZVPD",
  "species": ["C", "C", "C", "C", "N", "N", "N", "N", "O", "I", "H", "H", "H", "H", "H", "H", "H", "H"],
  "positions_angstrom": [[-0.5296, 0.0686, -1.3148], [-0.5982, 1.9357, 0.8255], [0.2294, -0.3721, 0.0279], [1.6737, -0.5581, -0.0729], [-1.1614, 1.1733, -1.3578], [0.0341, 0.6775, 0.9647], [-1.3038, 2.0622, -0.3493], [-0.4238, -1.7297, 0.3809], [-0.6500, 2.7421, 1.6720], [-0.6203, -1.2316, -2.9392], [2.2054, -0.6121, 0.9640], [2.2068, 0.3140, -0.5652], [1.8541, -1.4723, -0.7045], [0.4467, 0.6357, 1.9500], [-1.7667, 2.9300, -0.6098], [0.2900, -2.4218, 0.5929], [-0.6811, -2.1594, -0.5431], [-1.2053, -1.9823, 1.0787]],
  "orbital_gap_ev": [6.2, 6.8],
  "multiplicity": 3,
  "homo_energy_ha": [-0.3591, -0.5003],
  "lumo_ev": [-3.57, -6.85],
  "total_charge": 1
}

---

[3]
{
  "formula": "C16H44BeNO18S5",
  "method": "wB97M-V/def2-TZVPD",
  "species": ["Be", "N", "H", "H", "H", "H", "C", "O", "O", "O", "O", "S", "O", "O", "C", "C", "C", "H", "H", "H", "H", "H", "H", "H", "H", "O", "S", "O", "O", "C", "C", "C", "H", "H", "H", "H", "H", "H", "H", "H", "O", "S", "O", "O", "C", "C", "C", "H", "H", "H", "H", "H", "H", "H", "H", "O", "S", "O", "O", "C", "C", "C", "H", "H", "H", "H", "H", "H", "H", "H", "O", "S", "O", "O", "C", "C", "C", "H", "H", "H", "H", "H", "H", "H", "H"],
  "positions_angstrom": [[2.6200, -3.0407, -4.0590], [4.8334, 2.8765, 0.7095], [5.1476, 2.8129, -0.2483], [4.0104, 2.2949, 0.7780], [4.6180, 3.8146, 1.0154], [5.4985, 2.3037, 1.2091], [1.9154, -0.8909, -0.4394], [1.6516, 0.0132, 0.3385], [1.2293, -1.8873, -0.6908], [3.0363, -0.9258, -0.9754], [-1.2688, -0.9543, -5.3686], [-2.3123, -0.0264, -5.8423], [-2.7568, -0.0209, -7.2153], [-3.6566, -0.2433, -4.8629], [-3.5316, -0.5005, -3.4938], [-4.9658, -0.5407, -2.9817], [-1.8512, 1.6294, -5.3155], [-2.8849, 0.2523, -3.0431], [-3.0790, -1.4679, -3.2760], [-4.8583, -0.6661, -1.9043], [-5.5683, -1.3361, -3.4205], [-5.5202, 0.3947, -3.0581], [-1.6853, 1.6688, -4.2390], [-2.6126, 2.3755, -5.5430], [-0.9774, 1.8717, -5.9205], [5.2635, 3.1651, -3.8962], [4.4032, 3.1159, -5.0778], [3.6369, 1.9165, -5.4111], [3.3230, 4.3294, -4.9443], [3.7407, 5.6032, -4.5448], [2.4318, 6.4106, -4.1935], [5.2842, 3.7455, -6.5443], [4.2465, 6.0837, -5.3824], [4.2846, 5.5308, -3.6030], [1.8321, 6.8542, -4.9884], [2.5700, 7.1585, -3.4128], [1.7364, 5.7011, -3.7451], [4.6547, 4.3060, -7.2355], [5.6737, 2.8366, -7.0027], [6.0859, 4.2926, -6.0482], [-4.9906, -2.8132, 4.2755], [-3.7876, -3.1427, 5.0491], [-3.7926, -2.7864, 6.5239], [-3.6473, -4.8323, 5.0352], [-2.9134, -5.5699, 6.0320], [-3.9632, -6.1954, 7.0126], [-2.1779, -2.5933, 4.1831], [-2.2620, -4.9077, 6.6023], [-2.2304, -6.2783, 5.5633], [-4.4590, -5.3567, 7.5014], [-3.5559, -6.8928, 7.7446], [-4.7506, -6.7603, 6.5136], [-2.1959, -2.7321, 3.1021], [-1.3033, -3.1221, 4.5619], [-2.1121, -1.5159, 4.3346], [-4.7781, 4.1746, 0.0348], [-3.9638, 5.2858, 0.5323], [-3.3412, 6.2597, -0.3498], [-4.8282, 6.1777, 1.6819], [-5.7320, 5.4597, 2.5084], [-5.2232, 5.4596, 3.9701], [-2.7159, 4.6178, 1.6742], [-5.8807, 4.4126, 2.2445], [-6.7473, 5.8407, 2.3983], [-5.9272, 5.0128, 4.6721], [-5.3245, 6.5066, 4.2560], [-4.1823, 5.1600, 4.0913], [-1.8195, 4.4067, 1.0911], [-3.0527, 3.6443, 2.0305], [-2.4651, 5.2837, 2.4999], [3.7583, -5.9963, -0.5032], [3.6649, -7.0099, 0.5632], [3.4662, -8.4424, 0.2148], [5.0334, -6.9342, 1.4871], [5.4402, -5.5558, 1.7646], [6.5708, -5.6905, 2.7886], [2.3917, -6.6229, 1.8522], [4.6418, -4.8944, 2.1011], [5.8896, -5.0886, 0.8883], [6.8737, -4.7554, 3.2596], [7.4947, -6.0777, 2.3589], [6.1823, -6.3693, 3.5478], [2.5157, -5.5415, 1.9088], [2.5973, -7.1617, 2.7771], [1.4048, -6.9200, 1.4973]],
  "orbital_gap_ev": 3.5,
  "homo_energy_ha": -0.3920,
  "lumo_ev": -7.14,
  "de_lowest_kj_mol": 0.0,
  "total_charge": 1
}

---

[4]
{
  "formula": "C4H6N2",
  "method": "wB97M-V/def2-TZVPD",
  "species": ["N", "C", "C", "N", "C", "C", "H", "H", "H", "H", "H", "H"],
  "positions_angstrom": [[1.3821, 0.9469, -1.9363], [1.3654, 0.2013, -1.0509], [1.1220, -0.7143, 0.0816], [-0.2280, -0.6364, 0.6113], [-1.2851, -0.1262, -0.2482], [-0.7726, 0.6777, 0.8903], [1.3163, -1.7402, -0.2523], [1.8302, -0.4949, 0.8873], [-2.2281, -0.6609, -0.1911], [-1.0068, 0.2380, -1.2380], [-0.1699, 1.5482, 0.6251], [-1.3256, 0.7608, 1.8213]],
  "orbital_gap_ev": 11.0,
  "smiles": "N#CCN1CC1",
  "homo_energy_ha": -0.3673,
  "lumo_ev": 1.01,
  "de_lowest_kj_mol": 184.2
}

---

[5]
{
  "formula": "C21H22CdNS3",
  "method": "wB97M-V/def2-TZVPD",
  "species": ["Cd", "C", "C", "S", "C", "C", "S", "H", "H", "H", "H", "H", "H", "C", "C", "C", "C", "C", "C", "C", "C", "S", "C", "N", "C", "C", "C", "C", "C", "C", "C", "C", "H", "H", "H", "H", "H", "H", "H", "H", "H", "H", "H", "H", "H", "H", "H", "H"],
  "positions_angstrom": [[0.0176, -0.2085, 0.4006], [-0.0253, -1.0006, 4.8910], [0.0747, -0.2957, 3.5476], [-1.3317, -0.5883, 2.5151], [1.1398, 0.4726, 3.2470], [2.2794, 0.6656, 4.2215], [1.4149, 1.3612, 1.7438], [-0.8694, -1.6861, 4.8789], [-0.1818, -0.2872, 5.7069], [0.8775, -1.5750, 5.1133], [2.0663, 0.2491, 5.2065], [2.4874, 1.7321, 4.3323], [3.1867, 0.1973, 3.8291], [0.3051, 6.7011, -2.3803], [-0.6640, 5.5315, -2.6043], [-1.4900, 5.3529, -1.3280], [-1.6240, 5.8579, -3.7582], [0.1266, 4.2729, -2.9591], [0.9808, 4.2889, -4.0745], [1.7297, 3.1885, -4.4477], [1.6229, 2.0302, -3.6918], [2.4304, 0.5028, -3.8534], [1.5589, -0.0905, -2.4203], [0.7491, 0.7818, -1.9200], [0.7649, 1.9815, -2.5844], [0.0241, 3.1064, -2.2216], [1.7793, -1.4234, -1.8724], [2.7204, -2.2793, -2.4544], [2.9583, -3.5237, -1.9054], [2.2477, -3.9195, -0.7777], [1.3097, -3.0650, -0.2125], [1.0440, -1.7975, -0.7316], [-0.2476, 7.6054, -2.1144], [0.8973, 6.9153, -3.2706], [0.9906, 6.4643, -1.5647], [-2.0244, 6.2793, -1.1088], [-0.8522, 5.1185, -0.4745], [-2.2288, 4.5581, -1.4404], [-2.2144, 6.7472, -3.5232], [-2.3083, 5.0232, -3.9211], [-1.0854, 6.0406, -4.6892], [1.0726, 5.1906, -4.6677], [2.3898, 3.2348, -5.3047], [-0.5961, 3.0258, -1.3395], [3.2709, -1.9619, -3.3349], [3.7013, -4.1784, -2.3446], [2.4359, -4.8936, -0.3399], [0.7643, -3.3959, 0.6660]],
  "orbital_gap_ev": 5.4,
  "homo_energy_ha": -0.1108,
  "lumo_ev": 2.38,
  "total_charge": -1
}

---

[6]
{
  "formula": "C3HN3O",
  "method": "wB97M-V/def2-TZVPD",
  "species": ["C", "C", "C", "N", "N", "N", "O", "H"],
  "positions_angstrom": [[-2.8963, 0.6492, 0.3974], [-1.6240, -1.6679, 0.0702], [-0.3875, -1.1002, -0.3081], [-2.3465, 0.6572, -0.6356], [-2.5330, -2.3205, 0.2669], [0.7433, -0.7637, -0.0475], [0.0458, -0.4165, -1.3963], [-1.5166, 0.9031, -1.3917]],
  "orbital_gap_ev": 10.2,
  "homo_energy_ha": -0.4088,
  "lumo_ev": -0.96,
  "de_lowest_kj_mol": 467.5
}